C3H2Li2O3Tm | ωB97M-V/def2-TZVPD

* Kohn-Sham gap (alpha / beta): 6.681 / 7.196 eV
* 2S+1: 3
* F_max: 0.122 Eh/bohr
* net charge: +3
* DFT total energy: -1440.317019 hartree
* energy above the lowest of the compared OMol25 structures with the same formula, charge and spin: 2.5505 eV

The geometry in XYZ format:
```
11
Properties=species:S:1:pos:R:3:mulliken_charge:R:1
C 0.473 -0.880 0.740 0.151
C -0.017 -0.046 -0.464 0.091
O 1.099 -1.930 0.610 -0.919
H 0.270 -0.400 1.696 0.274
H 0.588 -0.022 -1.372 0.331
Li 0.590 -3.719 0.565 0.936
Li 2.821 -1.757 -0.117 0.919
O -1.081 0.665 -0.294 -0.361
C -1.760 2.064 -1.111 0.207
O -1.592 3.081 -1.541 -0.195
Tm -1.391 2.944 1.288 1.566
```


H6O3 | ωB97M-V/def2-TZVPD

* Kohn-Sham gap: 11.212 eV
* 2S+1: 1
* F_max: 0.008 Eh/bohr
* net charge: 0
* DFT total energy: -229.312387 hartree
* energy above the lowest of the compared OMol25 structures with the same formula, charge and spin: 0.3453 eV

The geometry in XYZ format:
```
9
Properties=species:S:1:pos:R:3:mulliken_charge:R:1
O 2.666 -0.238 -1.092 -0.642
H 2.348 0.201 -0.291 0.327
H 1.853 -0.572 -1.489 0.308
O -2.290 0.238 -0.026 -0.676
H -2.105 1.188 -0.045 0.327
H -2.929 0.090 -0.735 0.314
O 0.455 -0.277 0.979 -0.620
H 0.487 -0.506 1.916 0.309
H -0.485 -0.123 0.782 0.353
```


C41H41FP2Sn | ωB97M-V/def2-TZVPD

* Kohn-Sham gap: 6.776 eV
* 2S+1: 1
* F_max: 0.033 Eh/bohr
* net charge: 0
* DFT total energy: -2583.589890 hartree
* energy above the lowest of the compared OMol25 structures with the same formula, charge and spin: 1.3112 eV

The geometry in XYZ format:
```
86
Properties=species:S:1:pos:R:3:mulliken_charge:R:1
Sn 1.799 -0.079 -4.559 0.581
C -2.438 0.345 0.755 -1.000
C -2.453 0.281 -0.587 0.447
C -3.252 1.220 -1.434 -1.174
C -2.330 2.238 -2.177 0.229
C -1.852 3.365 -1.345 -0.674
C -1.878 3.508 -0.010 -0.228
C -2.837 2.959 1.018 -0.934
C -2.548 1.558 1.646 -0.609
C 3.627 -0.878 -3.503 -1.425
H -2.425 -0.596 1.316 0.385
H -2.042 -0.605 -1.104 0.462
H -3.988 1.766 -0.813 0.435
H -3.810 0.648 -2.206 0.465
H -1.429 1.702 -2.551 -0.392
H -2.845 2.595 -3.094 0.475
H -1.347 4.145 -1.922 0.352
H -1.203 4.277 0.406 0.359
H -3.896 2.960 0.729 0.332
H -2.686 3.662 1.859 0.370
H -1.618 1.688 2.223 0.306
H -3.313 1.300 2.408 0.433
H 3.501 -1.572 -2.654 0.353
H 4.208 -0.002 -3.199 0.381
H 4.221 -1.385 -4.268 0.436
P 0.260 -2.359 -7.512 0.084
P 2.310 0.364 -8.127 0.326
C -0.300 -0.738 -8.104 -0.398
C 0.547 0.251 -8.515 -1.010
C -0.382 -3.393 -8.932 0.390
C -1.452 -3.003 -9.751 0.032
C -1.779 -3.748 -10.891 -0.658
C -1.074 -4.916 -11.203 -0.414
C -0.042 -5.342 -10.353 -0.521
C 0.313 -4.586 -9.234 -0.522
C -1.055 -2.576 -6.222 0.641
C -1.038 -1.600 -5.215 -0.668
C -1.836 -1.738 -4.099 -1.057
C -2.850 -2.695 -4.077 -0.700
C -2.999 -3.562 -5.165 -0.838
C -2.081 -3.534 -6.219 -0.320
C 2.812 0.849 -9.853 0.370
C 2.481 -0.011 -10.922 -0.479
C 2.840 0.310 -12.236 -0.626
C 3.538 1.502 -12.512 -0.434
C 3.854 2.366 -11.451 -0.615
C 3.506 2.032 -10.135 -0.302
C 2.401 2.009 -7.295 0.407
C 3.547 2.266 -6.513 -0.459
C 3.647 3.451 -5.792 -0.640
C 2.606 4.380 -5.833 -0.502
C 1.477 4.135 -6.618 -0.724
C 1.369 2.945 -7.340 -0.007
H -1.394 -0.594 -8.158 0.692
H 0.167 1.051 -9.172 0.689
H -2.033 -2.111 -9.508 0.295
H -2.589 -3.404 -11.536 0.356
H -1.325 -5.484 -12.103 0.361
H 0.493 -6.265 -10.578 0.357
H 1.130 -4.913 -8.585 0.357
H -0.457 -0.660 -5.350 0.725
H -1.656 -1.089 -3.242 0.559
H -3.513 -2.732 -3.219 0.470
H -3.832 -4.262 -5.174 0.369
H -2.193 -4.226 -7.054 0.405
H 1.920 -0.926 -10.725 0.402
H 2.574 -0.367 -13.056 0.367
H 3.829 1.749 -13.545 0.344
H 4.375 3.309 -11.655 0.361
H 3.757 2.719 -9.329 0.306
H 4.349 1.530 -6.456 0.407
H 4.542 3.660 -5.206 0.418
H 2.681 5.314 -5.278 0.397
H 0.688 4.881 -6.697 0.407
H 0.474 2.755 -7.933 0.316
F 1.317 -1.216 1.289 -0.386
C 0.978 -0.930 -0.004 0.429
C 0.748 0.395 -0.351 -0.757
C 0.581 0.692 -1.706 -0.898
C 0.640 -0.323 -2.659 -0.113
C 0.598 -1.648 -2.227 0.007
C 0.920 -1.983 -0.910 -0.795
H 0.677 1.166 0.423 0.434
H 0.394 1.727 -1.966 1.083
H 0.351 -2.452 -2.911 0.460
H 1.110 -3.013 -0.595 0.457
```